This record from OMol25 describes C26H76F2N24O52S2V as an isolated structure in a non-equilibrium geometry. The level of theory is ωB97M-V/def2-TZVPD.

Cartesian coordinates (Å):
1 O 0.388 -3.400 0.797
2 V -1.002 -2.731 1.062
3 C -2.350 -0.594 4.149
4 C -1.054 -1.332 3.864
5 C -0.511 -2.186 4.946
6 O -1.309 -2.254 2.710
7 H -3.009 -1.125 4.871
8 H -2.764 -0.265 3.178
9 H -2.088 0.350 4.653
10 H -0.332 -0.681 3.444
11 H -0.327 -1.621 5.891
12 H 0.517 -2.568 4.650
13 H -1.315 -2.884 5.155
14 N -0.590 -0.769 0.404
15 S -1.871 0.083 -0.001
16 O -1.773 1.467 0.482
17 O -3.024 -0.593 0.444
18 F -1.865 0.070 -1.516
19 S 0.748 0.080 0.475
20 O 0.869 0.682 1.758
21 O 1.062 0.767 -0.768
22 F 1.692 -1.199 0.421
23 C 3.301 -0.909 3.655
24 N 4.270 -1.982 3.798
25 O 5.423 -1.889 3.460
26 O 3.818 -2.977 4.355
27 H 2.309 -1.324 3.746
28 H 3.546 -0.391 2.721
29 H 3.439 -0.302 4.549
30 C 2.651 4.334 1.957
31 N 3.941 3.646 1.772
32 O 4.953 4.308 1.784
33 O 3.934 2.414 1.714
34 H 2.189 3.764 2.831
35 H 2.060 4.176 1.069
36 H 2.782 5.404 2.098
37 C 8.407 1.862 1.033
38 N 9.169 0.557 0.978
39 O 8.536 -0.419 1.375
40 O 10.336 0.601 0.675
41 H 8.049 2.165 0.002
42 H 8.990 2.674 1.394
43 H 7.556 1.657 1.675
44 C 4.479 0.174 -1.157
45 N 5.754 0.831 -1.585
46 O 6.713 0.119 -1.600
47 O 5.716 2.014 -1.807
48 H 3.665 0.501 -1.859
49 H 4.191 0.555 -0.190
50 H 4.404 -0.920 -1.187
51 C 5.905 0.302 -4.782
52 N 4.361 0.373 -4.809
53 O 3.898 1.448 -5.167
54 O 3.759 -0.566 -4.407
55 H 6.105 -0.656 -4.387
56 H 6.244 1.152 -4.234
57 H 6.204 0.284 -5.829
58 C -5.585 -5.891 2.171
59 N -6.916 -5.334 2.454
60 O -7.811 -5.379 1.651
61 O -6.989 -4.756 3.525
62 H -5.352 -5.610 1.162
63 H -5.663 -6.975 2.186
64 H -4.900 -5.525 2.923
65 C 0.595 -5.316 3.437
66 N -0.885 -5.364 3.207
67 O -1.330 -4.939 2.173
68 O -1.554 -5.889 4.080
69 H 0.760 -4.926 4.406
70 H 1.073 -4.773 2.627
71 H 0.959 -6.309 3.470
72 C 6.632 3.317 5.690
73 N 5.560 2.362 6.155
74 O 5.351 1.323 5.550
75 O 5.108 2.677 7.261
76 H 6.261 4.262 5.307
77 H 7.164 2.758 4.825
78 H 7.380 3.545 6.409
79 C -1.368 -0.871 -5.301
80 N -0.272 0.035 -4.920
81 O 0.386 -0.414 -3.999
82 O -0.081 1.093 -5.417
83 H -1.056 -1.886 -5.178
84 H -1.579 -0.637 -6.320
85 H -2.168 -0.613 -4.654
86 C 1.778 -3.316 -2.702
87 N 0.771 -3.279 -3.828
88 O 1.061 -2.958 -4.940
89 O -0.405 -3.407 -3.523
90 H 2.508 -2.544 -2.931
91 H 2.211 -4.299 -2.639
92 H 1.403 -3.014 -1.723
93 C 1.969 3.469 7.292
94 N 2.347 4.235 6.081
95 O 2.084 5.437 6.095
96 O 2.917 3.610 5.237
97 H 1.173 3.975 7.795
98 H 2.925 3.373 7.866
99 H 1.731 2.467 6.852
100 C -0.698 3.167 3.875
101 N -1.576 3.067 5.084
102 O -2.664 3.538 5.038
103 O -1.118 2.585 6.126
104 H -0.979 2.437 3.148
105 H 0.289 2.978 4.255
106 H -0.757 4.194 3.509
107 C 4.247 -3.617 -5.753
108 N 4.034 -4.650 -4.672
109 O 3.004 -5.334 -4.665
110 O 4.914 -4.812 -3.809
111 H 4.887 -4.221 -6.522
112 H 4.862 -2.846 -5.368
113 H 3.330 -3.330 -6.201
114 C -6.243 4.245 -6.206
115 N -5.275 5.280 -5.848
116 O -4.800 5.925 -6.774
117 O -5.034 5.520 -4.666
118 H -5.961 3.776 -7.184
119 H -7.170 4.777 -6.253
120 H -6.355 3.533 -5.406
121 C -5.654 2.669 3.682
122 N -4.924 2.724 2.351
123 O -4.417 3.746 2.057
124 O -4.998 1.705 1.685
125 H -5.873 3.637 4.114
126 H -5.117 2.034 4.396
127 H -6.597 2.092 3.516
128 C 5.719 -4.171 1.145
129 N 4.290 -3.903 1.378
130 O 3.921 -2.758 1.186
131 O 3.531 -4.722 1.864
132 H 5.916 -5.146 0.681
133 H 6.196 -4.216 2.101
134 H 6.126 -3.385 0.530
135 C -5.752 -1.905 2.335
136 N -4.959 -2.731 1.351
137 O -4.038 -3.378 1.749
138 O -5.243 -2.588 0.157
139 H -5.049 -1.726 3.166
140 H -6.471 -2.591 2.750
141 H -6.148 -0.996 1.875
142 C -5.008 0.803 -1.876
143 N -5.916 1.484 -2.827
144 O -5.888 2.686 -2.819
145 O -6.648 0.836 -3.576
146 H -4.962 1.148 -0.832
147 H -3.971 0.889 -2.297
148 H -5.433 -0.234 -1.867
149 C -3.462 -4.150 -2.291
150 N -2.624 -4.231 -1.031
151 O -2.116 -3.117 -0.756
152 O -2.396 -5.304 -0.550
153 H -4.302 -3.480 -2.140
154 H -3.667 -5.225 -2.584
155 H -2.715 -3.735 -2.933
156 C -6.380 -1.926 -5.298
157 N -4.950 -1.981 -5.411
158 O -4.279 -2.312 -4.407
159 O -4.483 -1.617 -6.480
160 H -6.721 -0.921 -5.318
161 H -6.804 -2.436 -4.403
162 H -6.826 -2.351 -6.165
163 C 1.682 2.498 -3.259
164 N 0.995 3.687 -2.691
165 O 0.965 3.731 -1.484
166 O 0.544 4.577 -3.368
167 H 1.615 2.521 -4.350
168 H 1.209 1.581 -3.031
169 H 2.680 2.500 -2.872
170 C -1.989 3.688 -5.005
171 N -2.530 2.417 -4.688
172 O -3.359 2.007 -5.468
173 O -2.212 1.926 -3.615
174 H -1.954 3.854 -6.057
175 H -1.005 3.756 -4.541
176 H -2.656 4.383 -4.440
177 C -2.610 4.907 -0.385
178 N -1.596 5.248 0.614
179 O -1.679 6.289 1.284
180 O -0.779 4.404 0.899
181 H -3.399 4.267 -0.058
182 H -2.127 4.472 -1.303
183 H -2.986 5.871 -0.626

As for the charge: 0. As for the total energy: -223155.770 eV. As for the spin multiplicity: 2. The orbital gap (spin up / spin down) comes out at 0.3165 / 0.3453 Eh. Its LUMO energy (spin up / spin down) is -1.02 / -1.02 eV.